C19H23N3O2S in the gas phase. Source: OMol25; level of theory: wB97M-V/def2-TZVPD.

Its total energy is -39477.544 eV.

Positions of all 48 atoms, in Å:
C -5.50 -1.04 -1.49
C -4.12 -1.15 -2.12
C -3.25 -2.16 -1.38
C -1.88 -2.28 -2.03
O -1.57 -1.63 -3.01
N -1.02 -3.18 -1.49
C -1.20 -3.90 -0.26
H -2.25 -3.99 0.00
C -0.43 -3.19 0.88
N 0.78 -2.59 0.35
C 1.05 -1.25 0.57
C 1.71 -0.45 -0.37
C 2.02 0.87 -0.09
C 1.69 1.43 1.14
C 1.03 0.64 2.08
C 0.73 -0.68 1.81
H 0.25 -1.27 2.57
H 0.77 1.06 3.04
N 1.98 2.75 1.48
C 2.67 3.69 0.77
O 3.15 3.52 -0.33
C 2.82 4.98 1.46
C 3.47 6.07 0.95
C 3.46 7.18 1.82
C 2.80 6.93 2.98
S 2.18 5.33 3.04
H 2.64 7.58 3.81
H 3.92 8.13 1.59
H 3.93 6.06 -0.02
H 1.65 3.03 2.40
H 2.52 1.46 -0.83
H 1.96 -0.84 -1.34
C 1.31 -3.30 -0.79
H 1.46 -4.34 -0.49
C 0.34 -3.23 -1.99
H 0.50 -2.33 -2.58
H 0.47 -4.11 -2.64
H 2.28 -2.90 -1.06
H -0.19 -3.91 1.67
H -1.06 -2.40 1.30
H -0.81 -4.92 -0.40
H -3.74 -3.14 -1.39
H -3.13 -1.85 -0.34
H -3.63 -0.18 -2.11
H -4.22 -1.46 -3.16
H -6.11 -0.31 -2.03
H -6.02 -2.00 -1.50
H -5.42 -0.71 -0.45

Atomic partial charges in e from the Löwdin method, atoms 1 to 8:
1. C -0.11
2. C -0.26
3. C -0.13
4. C -0.45
5. O 0.07
6. N -0.06
7. C -0.13
8. H 0.11


A molecular structure, C19H23N3O3S at a distorted geometry. Source: OMol25; level of theory: wB97M-V/def2-TZVPD.

Its total energy is -41505.435 eV.

Positions of all 49 atoms, in Å:
O -2.58 -1.19 -1.54
C -2.33 -1.47 -0.46
N -3.15 -0.92 0.49
H -3.05 -1.25 1.45
C -4.26 -0.15 0.11
H -4.46 -0.02 -0.77
H -5.33 -0.37 0.89
C -3.82 1.41 0.67
C -2.47 1.72 0.20
C -1.30 1.68 1.16
C -0.11 2.15 0.72
C 0.06 2.23 -0.75
C -0.88 1.93 -1.64
C -2.16 1.98 -1.02
H -3.02 1.86 -1.88
H -0.81 2.23 -2.46
H 1.20 2.14 -0.97
H 0.74 1.92 1.47
H -1.40 1.69 2.16
H -3.84 1.42 2.00
H -4.55 2.15 0.37
C -1.49 -2.30 0.21
C -0.66 -1.68 1.33
C 0.77 -2.10 1.43
N 1.45 -1.37 -0.14
S 3.19 -1.56 -0.02
O 3.63 -2.32 1.20
O 3.56 -1.98 -1.30
C 3.39 0.13 0.07
C 3.79 0.77 -1.16
C 3.99 2.29 -1.25
C 3.87 2.80 -0.11
N 3.66 2.25 1.18
C 3.40 0.78 1.11
H 3.19 0.35 2.08
H 4.10 4.10 0.14
H 4.24 2.73 -2.28
H 3.80 0.25 -1.88
C 0.66 -1.53 -1.11
C -0.50 -2.54 -0.99
H 0.18 -3.71 -0.80
H -1.06 -2.60 -1.79
H 1.28 -1.79 -1.92
H 0.15 -0.74 -1.26
H 0.87 -3.17 1.19
H 1.49 -1.81 2.13
H -0.65 -0.82 1.30
H -0.95 -2.31 2.24
H -1.83 -3.25 0.23

Atomic partial charges in e from the Löwdin method, atoms 1 to 8:
1. O 0.17
2. C -0.59
3. N 0.04
4. H 0.15
5. C -0.11
6. H -0.01
7. H 0.19
8. C -0.11


C19H23N3O4 in the gas phase at a distorted geometry. Source: OMol25; level of theory: wB97M-V/def2-TZVPD.

Its total energy is -32737.409 eV.

Positions of all 49 atoms, in Å:
O 1.01 -1.09 -3.90
O 3.66 -2.56 -0.96
O -3.27 -0.44 -2.70
O 1.79 -0.14 2.69
C 1.79 -0.92 -3.00
C 3.07 -1.64 -1.48
C -2.87 1.52 -1.39
C -2.24 2.23 -0.36
C -1.44 -0.37 -1.02
C -2.50 0.20 -1.76
C -1.27 1.60 0.42
C -0.85 0.30 0.08
N 2.94 -1.62 -2.80
N 1.40 -0.16 -1.92
N -0.60 0.69 3.50
C -2.61 -1.33 -3.64
C -1.48 -0.39 2.95
C 2.93 0.40 0.02
C 2.04 1.34 0.83
C -0.81 2.35 1.67
C -0.72 -1.27 1.95
C 1.09 -1.39 0.18
C 2.11 -0.66 -0.75
C 1.04 0.56 1.72
C 0.15 1.50 2.55
C 0.16 -0.46 0.96
H 1.19 -0.39 3.42
H -3.64 2.04 -2.00
H -2.55 3.27 -0.15
H -1.23 -1.40 -1.31
H 3.05 -2.49 -3.31
H 0.37 -0.09 -1.87
H -1.12 1.31 4.13
H -2.29 -2.23 -3.15
H -3.23 -1.54 -4.47
H -1.74 -0.77 -4.00
H -2.33 0.02 2.41
H -1.87 -0.98 3.79
H 3.48 0.96 -0.73
H 3.64 -0.08 0.67
H 1.51 2.03 0.21
H 2.69 1.91 1.49
H -0.20 3.21 1.30
H -1.67 2.74 2.23
H -1.44 -1.88 1.40
H -0.12 -1.99 2.54
H 1.69 -2.02 0.86
H 0.50 -2.09 -0.41
H 0.79 2.20 3.13

Atomic partial charges in e from the Löwdin method, atoms 1 to 8:
1. O 0.08
2. O 0.11
3. O -0.09
4. O 0.01
5. C -0.53
6. C -0.41
7. C 0.01
8. C -0.02


2 unconnected molecules or ions with the total composition C19H23N5O3 at a distorted geometry. Source: OMol25; level of theory: wB97M-V/def2-TZVPD.

Its total energy is -33670.021 eV.

Positions of all 50 atoms, in Å:
O -2.27 -1.54 5.41
O -2.16 -3.13 1.21
N 1.12 2.17 -3.85
N 2.17 0.65 -2.51
O 0.74 1.52 2.50
C -2.03 -0.49 4.83
C -2.24 -2.58 2.30
C 1.96 1.15 -3.80
C 1.40 1.39 -1.77
C -0.43 3.23 -0.69
C 1.13 1.34 -0.33
C -0.14 3.24 -2.04
C 0.22 2.25 0.21
C 3.84 -0.53 -7.28
C 2.95 0.54 -7.41
C 4.11 -1.05 -6.01
C 2.34 1.09 -6.28
C 3.50 -0.49 -4.88
C 2.61 0.58 -5.00
N 0.77 2.32 -2.56
N -3.21 -2.88 3.17
N -1.59 -0.40 3.57
C -2.23 0.82 5.55
C -0.15 2.28 1.68
C -4.25 -3.89 2.93
C 0.13 -2.08 3.14
C -1.20 -1.48 2.65
H 1.66 1.83 2.37
H -1.14 3.94 -0.29
H 1.62 0.59 0.28
H -0.61 3.94 -2.72
H 4.31 -0.96 -8.15
H 2.73 0.94 -8.40
H 4.80 -1.88 -5.90
H 1.65 1.93 -6.40
H 3.73 -0.91 -3.90
H -3.17 -2.44 4.08
H -1.37 0.52 3.25
H -2.49 0.62 6.59
H -3.04 1.37 5.07
H -1.31 1.40 5.51
H -0.14 3.31 2.03
H -1.17 1.90 1.79
H -4.77 -3.67 1.99
H -4.97 -3.89 3.75
H -3.79 -4.87 2.85
H 0.87 -1.28 3.25
H -0.01 -2.57 4.10
H 0.50 -2.80 2.42
H -0.98 -1.00 1.70

Atomic partial charges in e from the Löwdin method, atoms 1 to 8:
1. O 0.03
2. O 0.04
3. N 0.16
4. N 0.17
5. O -0.08
6. C -0.54
7. C -0.46
8. C -0.27


2 unconnected molecules or ions with the total composition C19H23NO at a distorted geometry. Source: OMol25; level of theory: wB97M-V/def2-TZVPD.

Its total energy is -23611.744 eV.

Positions of all 44 atoms, in Å:
C -6.54 -0.56 2.54
C -5.05 -0.48 2.43
C -4.27 -1.65 2.36
C -2.90 -1.60 2.23
C -2.18 -0.34 2.02
O -0.98 -0.28 1.65
C -3.01 0.84 2.26
C -4.37 0.76 2.39
H -6.98 0.44 2.56
H -6.98 -1.09 1.69
H -6.86 -1.09 3.44
H -4.77 -2.62 2.41
H -2.30 -2.51 2.20
H -2.49 1.80 2.25
H -4.96 1.68 2.45
C 4.80 1.91 -0.04
C 3.78 1.78 1.10
C 2.34 1.94 0.61
N 2.08 1.04 -0.54
C 1.06 0.21 -0.51
C 0.80 -0.75 -1.55
C 1.82 -1.60 -2.07
C 1.52 -2.47 -3.11
C 0.23 -2.52 -3.65
C -0.78 -1.70 -3.13
C -0.51 -0.84 -2.07
C 3.00 1.26 -1.67
C 4.45 1.04 -1.25
H 4.83 2.95 -0.36
H 5.79 1.64 0.33
H 3.90 0.81 1.60
H 3.96 2.56 1.86
H 1.61 1.70 1.39
H 2.20 2.97 0.27
H 0.34 0.34 0.30
H 2.82 -1.57 -1.64
H 2.30 -3.12 -3.50
H 0.00 -3.21 -4.46
H -1.79 -1.73 -3.55
H -1.27 -0.18 -1.64
H 2.74 0.63 -2.53
H 2.89 2.31 -1.97
H 5.10 1.29 -2.10
H 4.62 -0.02 -1.01

Atomic partial charges in e from the Löwdin method, atoms 1 to 8:
1. C -0.10
2. C -0.33
3. C -0.10
4. C -0.05
5. C -0.49
6. O -0.16
7. C -0.06
8. C -0.11


C19H23NO3 in the gas phase. Source: OMol25; level of theory: wB97M-V/def2-TZVPD.

Its total energy is -27709.033 eV.

Positions of all 46 atoms, in Å:
C 1.20 -3.50 0.86
H 0.79 -3.90 1.80
O 0.21 -3.44 -0.14
C -0.87 -2.63 0.06
C -1.79 -2.57 -0.99
C -2.90 -1.75 -0.90
C -3.12 -0.97 0.23
C -2.21 -1.05 1.27
C -1.10 -1.87 1.20
H -0.41 -1.90 2.04
H -2.37 -0.46 2.17
C -4.26 0.02 0.28
H -5.21 -0.49 0.13
H -4.27 0.50 1.25
C -4.10 1.09 -0.82
N -2.73 1.55 -0.92
C -2.27 2.67 -0.32
O -2.99 3.50 0.20
C -0.75 2.76 -0.36
H -0.39 2.42 -1.33
H -0.44 3.79 -0.21
C -0.17 1.87 0.76
C 1.26 1.51 0.48
C 2.31 2.32 0.90
C 3.62 1.99 0.61
C 3.92 0.82 -0.10
C 2.87 0.01 -0.52
C 1.57 0.36 -0.23
H 0.77 -0.29 -0.56
H 3.06 -0.90 -1.07
O 5.24 0.58 -0.32
C 5.60 -0.57 -1.04
H 5.18 -0.56 -2.05
H 6.69 -0.55 -1.10
H 5.29 -1.48 -0.53
H 4.44 2.61 0.94
H 2.10 3.22 1.45
H -0.76 0.95 0.83
H -0.25 2.40 1.71
H -2.06 0.87 -1.24
H -4.71 1.96 -0.58
H -4.40 0.69 -1.79
H -3.60 -1.72 -1.72
H -1.61 -3.18 -1.86
H 1.64 -2.52 1.05
H 1.96 -4.18 0.48

Atomic partial charges in e from the Löwdin method, atoms 1 to 8:
1. C -0.09
2. H 0.10
3. O -0.09
4. C -0.29
5. C 0.00
6. C -0.04
7. C -0.26
8. C -0.05


C19H23NO4 in the gas phase. Source: OMol25; level of theory: wB97M-V/def2-TZVPD.

Its total energy is -29757.341 eV.

Positions of all 47 atoms, in Å:
C 5.17 2.17 1.48
H 5.96 2.37 0.76
H 5.61 1.90 2.43
H 4.59 3.08 1.61
C 4.26 1.07 0.94
N 3.16 0.75 1.85
C 2.15 1.64 1.91
O 2.14 2.66 1.25
C 0.98 1.33 2.86
O 0.33 0.10 2.63
C -0.41 -0.07 1.51
C -0.55 0.87 0.50
C -1.35 0.58 -0.60
C -2.03 -0.64 -0.72
C -1.86 -1.58 0.32
C -1.07 -1.30 1.40
H -0.94 -2.02 2.19
H -2.36 -2.53 0.26
C -2.85 -0.86 -1.88
C -2.89 0.10 -2.84
C -2.17 1.36 -2.69
O -2.17 2.25 -3.51
O -1.44 1.53 -1.55
C -3.68 -0.03 -4.11
C -4.05 -1.48 -4.39
C -4.67 -2.08 -3.13
C -3.63 -2.14 -2.02
H -4.12 -2.36 -1.07
H -2.91 -2.94 -2.22
H -5.04 -3.08 -3.33
H -5.51 -1.46 -2.81
H -4.76 -1.53 -5.22
H -3.16 -2.04 -4.67
H -3.09 0.40 -4.93
H -4.58 0.59 -4.03
H -0.05 1.82 0.51
H 0.27 2.17 2.77
H 1.34 1.29 3.89
C 3.27 -0.45 2.65
H 2.28 -0.74 3.00
C 4.21 -0.28 3.84
H 3.91 0.58 4.44
H 4.18 -1.17 4.46
H 5.24 -0.13 3.51
H 3.64 -1.26 2.01
H 3.82 1.40 0.00
H 4.83 0.15 0.77

Atomic partial charges in e from the Löwdin method, atoms 1 to 8:
1. C -0.07
2. H 0.07
3. H 0.06
4. H 0.07
5. C -0.19
6. N -0.06
7. C -0.45
8. O 0.06


2 unconnected molecules or ions with the total composition C19H24Cl2O2 at a distorted geometry. Source: OMol25; level of theory: wB97M-V/def2-TZVPD.

Its total energy is -49231.783 eV.

Positions of all 47 atoms, in Å:
C 6.02 -0.25 2.24
C 5.64 0.55 0.96
Cl 5.24 -0.51 -0.43
C 4.57 1.64 1.23
Cl 4.96 3.07 0.22
C 3.12 1.17 1.12
C 2.73 0.09 1.78
C 1.30 -0.38 1.74
O 1.00 -1.56 1.79
C 0.28 0.73 1.67
C -0.96 0.65 2.27
C -1.77 1.76 2.15
C -1.39 2.90 1.48
C -0.15 2.96 0.86
C 0.68 1.88 0.96
C 2.05 1.89 0.32
O 2.24 2.41 -0.75
H 7.03 -0.03 2.58
H 5.84 -1.32 2.09
H 5.33 0.06 3.04
H 6.55 1.08 0.68
H 4.72 1.96 2.27
H 3.39 -0.50 2.42
H -1.27 -0.24 2.81
H -2.74 1.76 2.64
H -2.01 3.78 1.42
H 0.23 3.84 0.34
C -5.28 -2.56 -2.40
C -4.01 -2.15 -3.14
C -2.73 -2.51 -2.39
C -2.56 -1.82 -1.04
C -2.59 -0.30 -1.07
C -1.47 0.31 -1.86
H -5.38 -2.04 -1.45
H -6.16 -2.33 -3.00
H -5.29 -3.64 -2.21
H -4.04 -1.08 -3.36
H -4.00 -2.66 -4.11
H -1.87 -2.27 -3.03
H -2.70 -3.59 -2.24
H -1.61 -2.15 -0.60
H -3.34 -2.18 -0.35
H -2.51 0.09 -0.06
H -3.56 0.04 -1.45
H -0.51 0.00 -1.43
H -1.53 1.40 -1.79
H -1.47 0.05 -2.92

Atomic partial charges in e from the Löwdin method, atoms 1 to 8:
1. C -0.10
2. C -0.75
3. Cl 0.64
4. C -0.63
5. Cl 0.67
6. C -0.16
7. C 0.06
8. C -0.30


A molecular structure, C19H24ClF3N5O6RbS at a distorted geometry. Source: OMol25; level of theory: wB97M-V/def2-TZVPD.

Its total energy is -71991.038 eV. As for the charge: -2.

Positions of all 60 atoms, in Å:
Rb 0.32 0.08 -1.84
C -3.25 1.11 0.56
C -3.47 0.24 -0.68
N -2.40 -0.71 -0.91
C -2.37 -1.89 -0.10
C -1.84 -1.69 1.30
C -2.39 -2.42 2.35
C -1.92 -2.20 3.64
C -0.95 -1.25 3.84
C -0.45 -0.56 2.74
C 0.62 0.52 2.94
N 0.79 1.49 1.90
C -0.08 2.65 1.89
C -1.59 2.42 1.77
N -1.96 1.76 0.55
N -0.86 -0.80 1.50
H -3.30 0.49 1.47
H -4.10 1.81 0.62
H -3.52 0.89 -1.55
H -4.44 -0.27 -0.57
H -2.29 -0.91 -1.90
H -1.74 -2.63 -0.60
H -3.38 -2.34 0.01
H -3.19 -3.12 2.15
H -2.34 -2.76 4.47
H -0.58 -1.01 4.83
H 1.57 0.01 3.11
H 0.39 1.04 3.88
H 0.83 1.02 1.01
H 0.26 3.29 1.07
H 0.10 3.22 2.81
H -2.10 3.40 1.92
H -1.93 1.79 2.60
H -1.80 2.29 -0.29
F 6.15 1.87 -2.05
C 6.19 1.52 -0.76
F 7.43 0.97 -0.57
F 6.22 2.67 -0.04
C 5.10 0.58 -0.33
C 5.47 -0.65 0.18
C 4.50 -1.55 0.59
C 3.18 -1.15 0.46
N 2.81 0.03 -0.01
C 3.72 0.94 -0.44
S 3.15 2.43 -1.08
H 6.52 -0.91 0.25
H 4.75 -2.54 0.97
H 2.37 -1.82 0.73
C -2.49 0.60 -5.15
C -2.73 1.58 -3.99
O -3.76 2.27 -4.04
O -1.90 1.53 -3.03
H -2.71 1.08 -6.10
H -3.17 -0.24 -5.05
H -1.47 0.21 -5.16
O 0.86 -2.89 -0.92
Cl 0.82 -2.90 -2.38
O -0.53 -2.52 -2.80
O 1.16 -4.19 -2.90
O 1.74 -1.87 -2.87

Atomic partial charges in e from the Löwdin method, atoms 1 to 8:
1. Rb 0.87
2. C -0.23
3. C -0.20
4. N -0.11
5. C -0.17
6. C -0.25
7. C -0.04
8. C -0.09


A molecular structure, C19H24ClF3N5O6RbS at a distorted geometry. Source: OMol25; level of theory: wB97M-V/def2-TZVPD.

Its total energy is -71991.419 eV. As for the charge: -2.

Positions of all 60 atoms, in Å:
Rb -0.40 0.76 1.26
C -3.42 -1.34 -0.39
C -2.62 -2.42 0.34
N -1.20 -2.22 0.36
C -0.41 -2.70 -0.73
C -0.44 -1.80 -1.95
C -0.33 -2.33 -3.23
C -0.34 -1.47 -4.32
C -0.50 -0.12 -4.09
C -0.61 0.33 -2.78
C -0.81 1.80 -2.46
N -1.79 1.97 -1.42
C -3.13 1.52 -1.70
C -3.89 1.08 -0.45
N -3.28 -0.04 0.22
N -0.55 -0.50 -1.74
H -4.48 -1.68 -0.43
H -3.07 -1.28 -1.42
H -2.89 -3.39 -0.13
H -2.96 -2.47 1.38
H -0.79 -2.33 1.29
H -0.70 -3.72 -1.06
H 0.63 -2.77 -0.40
H -0.24 -3.41 -3.37
H -0.25 -1.85 -5.33
H -0.55 0.59 -4.90
H -1.08 2.32 -3.41
H 0.15 2.19 -2.12
H -1.75 2.86 -0.95
H -3.06 0.67 -2.38
H -3.74 2.27 -2.22
H -4.93 0.87 -0.77
H -3.93 1.91 0.26
H -3.46 -0.05 1.22
F 5.96 1.82 -1.88
C 5.84 0.79 -1.03
F 5.68 -0.32 -1.78
F 7.08 0.65 -0.47
C 4.79 0.98 0.03
C 5.19 0.99 1.35
C 4.26 1.18 2.35
C 2.94 1.34 1.95
N 2.51 1.32 0.70
C 3.41 1.15 -0.32
S 2.88 1.20 -1.93
H 6.24 0.86 1.59
H 4.53 1.19 3.40
H 2.16 1.50 2.70
C 1.38 -1.98 4.66
C 0.34 -2.52 3.66
O 0.14 -3.75 3.63
O -0.21 -1.64 2.94
H 1.81 -2.78 5.26
H 0.90 -1.25 5.32
H 2.17 -1.45 4.12
O -0.49 3.08 2.61
Cl -1.84 3.51 2.32
O -2.26 4.51 3.24
O -2.69 2.34 2.41
O -1.89 4.02 0.98

Atomic partial charges in e from the Löwdin method, atoms 1 to 8:
1. Rb 0.88
2. C -0.23
3. C -0.21
4. N -0.09
5. C -0.17
6. C -0.25
7. C -0.04
8. C -0.08